{"formula": "C15H20BrO2RhS4", "method": "ωB97M-V with the def2-TZVPD basis set", "charge": 2, "e_tot_ha": -5010.7618, "orbital_gap_ev": [9.18, 6.61], "spin_multiplicity": 5, "elements": ["H", "H", "C", "C", "O", "C", "C", "H", "C", "H", "S", "H", "H", "O", "C", "H", "H", "C", "H", "Rh", "H", "C", "C", "C", "C", "S", "C", "H", "H", "H", "Br", "H", "H", "C", "H", "H", "C", "H", "H", "S", "H", "S", "C"], "coordinates": [[1.437182, 1.528065, -1.903213], [2.716417, 2.728354, -1.644187], [-1.491622, -5.205824, 0.495296], [0.660138, -5.050698, 2.185187], [-0.745740, -1.700458, -0.067273], [-0.085125, 1.665312, 3.532690], [3.067817, -0.464238, 1.848782], [-1.635059, -7.282790, 1.035331], [-1.522683, 1.800852, 3.049461], [0.554132, 2.461181, 3.149163], [0.610389, 0.066134, 3.000608], [2.841036, 0.312666, 3.821752], [-0.709369, 3.975709, 1.670438], [-2.333323, -2.952570, -0.907272], [0.245803, -3.923029, 1.496018], [2.482142, 1.505218, 2.568547], [3.037535, -1.498388, 2.192722], [2.172596, 1.899980, -1.193414], [-2.130379, 0.953125, 3.368101], [0.018313, 0.181853, 0.618286], [1.507982, -4.996738, 2.857132], [-0.015568, -6.255741, 2.021175], [-1.106777, -6.346049, 1.168684], [2.383972, 0.459198, 2.844404], [-0.837180, -3.995089, 0.633563], [1.306068, 2.487259, 0.285477], [-1.129840, 3.507862, 0.780450], [4.116911, -0.188888, 1.753065], [-1.998850, 4.078097, 0.466730], [3.975650, 1.194683, -0.183986], [-2.968006, -5.231602, -0.674517], [-0.065961, 1.696453, 4.619386], [0.757274, -2.976708, 1.608493], [-0.103621, 3.432574, -0.345327], [3.557941, 0.339600, -1.665841], [-1.981050, 2.700070, 3.460183], [3.146379, 0.806511, -0.774338], [0.231636, 4.430196, -0.617990], [-0.502019, 2.935342, -1.228288], [2.366673, -0.555743, 0.163490], [0.307356, -7.137664, 2.559502], [-1.730627, 1.847765, 1.239550], [-1.317160, -2.816214, -0.139350]], "atomic_forces_ev_per_a": [[-0.04, -0.04, -0.07], [0.04, -0.01, -0.05], [-0.10, -0.09, -0.05], [0.01, 0.04, 0.05], [-0.13, -0.10, 0.06], [-0.04, -0.07, -0.05], [-0.02, -0.02, -0.09], [0.04, 0.09, 0.02], [0.05, 0.04, -0.06], [-0.02, 0.01, -0.01], [0.03, 0.04, -0.07], [0.05, 0.03, 0.04], [0.00, 0.03, 0.00], [0.37, -0.10, 0.36], [0.17, -0.03, 0.07], [0.01, 0.07, -0.06], [0.02, -0.01, 0.03], [0.02, 0.10, 0.17], [-0.02, 0.01, 0.03], [-0.11, 0.04, -0.22], [-0.06, -0.01, -0.05], [0.06, 0.02, 0.02], [-0.04, -0.11, -0.01], [-0.07, -0.09, 0.08], [-0.19, 0.31, -0.21], [-0.07, -0.22, -0.06], [0.12, -0.12, -0.10], [0.06, -0.04, 0.00], [-0.05, 0.09, -0.03], [-0.03, 0.03, 0.03], [-0.09, 0.09, -0.13], [0.01, 0.03, 0.08], [0.03, 0.02, 0.02], [0.05, -0.04, 0.13], [0.09, 0.00, -0.04], [-0.01, 0.01, 0.01], [-0.01, -0.03, 0.03], [-0.04, 0.08, -0.03], [-0.06, -0.01, -0.03], [0.04, 0.07, 0.08], [0.00, 0.04, -0.01], [-0.01, -0.13, 0.19], [-0.07, -0.02, -0.07]]}